Computed, not measured: one molecule with the formula C4H5NO2S at a distorted geometry, with ωB97M-V with the def2-TZVPD basis set.

Output
calculated total energy = -20647.1542 eV
HOMO energy = -8.28 eV
SMILES = Nc1occ(S)c1O
frontier orbital gap = 8.838 eV

```
13
Properties=species:S:1:pos:R:3:forces:R:3:mulliken_charge:R:1
N -1.795 -0.736 -1.166 -4.315 -0.424 0.875 -0.62
C -0.813 -0.040 -0.541 1.877 1.086 0.859 -0.13
O -1.128 1.155 0.130 1.237 -0.816 -0.545 -0.37
C 0.018 1.489 0.771 -0.346 2.959 0.737 -0.25
C 1.019 0.614 0.649 -0.576 -1.577 -1.570 -0.15
S 2.687 0.618 1.083 0.564 -0.332 1.349 -0.26
C 0.479 -0.392 -0.254 -0.905 -0.436 0.701 0.84
O 1.104 -1.599 -0.483 -2.371 -0.724 -3.994 -0.62
H -2.509 -0.044 -1.702 2.055 -2.302 1.850 0.34
H -2.311 -1.255 -0.294 0.785 1.443 -3.187 0.33
H 0.062 2.547 1.110 -0.155 -1.131 0.099 0.37
H 2.591 -0.353 2.073 0.128 0.766 -0.809 0.14
H 0.595 -2.005 -1.378 2.021 1.488 3.635 0.37
```
Positions in Å, forces in eV/Å.

Computed, not measured: one molecule with the formula C4H11BN2 at a distorted geometry, with ωB97M-V with the def2-TZVPD basis set.

Output
calculated total energy = -7984.6159 eV
HOMO energy = -8.75 eV
SMILES = NB1CCCCN1
frontier orbital gap = 9.454 eV

```
18
Properties=species:S:1:pos:R:3:forces:R:3:mulliken_charge:R:1
N 0.243 1.972 -1.891 -0.620 -1.929 2.394 -0.51
B 0.010 1.066 -0.672 -0.636 0.424 -4.866 0.09
C -0.774 -0.308 -1.071 1.172 2.428 0.404 -0.71
C -0.662 -1.299 0.037 -1.281 -2.510 -1.652 -0.68
C 0.498 -1.145 0.907 0.588 0.740 0.562 -0.63
C 0.386 0.156 1.629 -0.667 2.187 -0.388 -0.45
N 0.406 1.267 0.610 1.057 1.751 2.967 -0.14
H -0.124 1.698 -2.792 0.046 0.126 0.312 0.18
H 0.621 2.887 -1.859 0.258 0.627 -0.017 0.15
H -1.812 0.049 -1.139 0.197 -0.410 -0.735 0.31
H -0.306 -0.662 -1.990 -0.610 -0.009 -0.243 0.34
H -1.623 -1.324 0.485 -0.781 -0.180 1.259 0.31
H -0.552 -2.279 -0.441 -0.259 -0.225 0.137 0.28
H 0.745 -1.980 1.526 -0.290 -0.564 0.693 0.37
H 1.274 -1.103 0.182 1.454 0.307 -0.313 0.29
H -0.593 0.252 2.136 0.421 -0.443 0.159 0.24
H 1.162 0.424 2.331 0.318 -0.451 0.292 0.35
H 0.675 2.209 1.018 -0.368 -1.869 -0.964 0.20
```
Positions in Å, forces in eV/Å.

Computed, not measured: C23H26MoN6O8S2 as an isolated structure, with ωB97M-V with the def2-TZVPD basis set.

Output
calculated total energy = -73119.6711 eV
HOMO energy (spin up / spin down) = -7.99 / -8.10 eV
frontier orbital gap (spin up / spin down) = 6.574 / 7.174 eV
spin multiplicity = 3
<S²> = 2.020

```
66
Properties=species:S:1:pos:R:3:forces:R:3:mulliken_spin:R:1
Mo -0.470 -0.384 -1.059 -0.261 -0.834 -0.349 1.89
N 0.051 2.361 -4.370 0.021 -0.272 0.030 0.00
C -0.238 1.233 -3.673 0.183 -0.097 -0.149 0.01
S -1.474 1.341 -2.435 0.117 0.029 0.021 -0.02
N 0.410 0.140 -3.950 -0.198 0.130 0.024 0.00
N -0.031 -0.899 -3.130 -0.016 0.451 0.307 -0.05
C -0.119 -2.043 -3.686 0.032 -0.153 -0.070 0.05
C -0.675 -3.221 -3.064 0.039 -0.018 0.081 0.00
C -0.607 -4.432 -3.762 0.007 0.003 -0.021 0.01
C -1.173 -5.581 -3.252 0.022 -0.039 -0.099 -0.01
C -1.838 -5.524 -2.031 -0.060 -0.128 0.095 0.01
C -1.928 -4.341 -1.325 0.037 0.000 -0.079 -0.01
C -1.344 -3.176 -1.827 0.016 -0.082 -0.051 0.03
O -1.452 -2.066 -1.100 0.005 0.570 0.225 0.04
H -0.538 3.164 -4.265 -0.068 0.084 0.047 0.00
H 0.587 2.264 -5.215 0.005 0.012 -0.005 0.00
H 0.206 -2.106 -4.719 0.010 -0.043 -0.110 0.00
H -0.098 -4.453 -4.721 -0.040 0.011 0.092 0.00
H -1.110 -6.513 -3.801 -0.001 0.052 0.044 0.00
H -2.294 -6.420 -1.626 0.009 0.031 -0.012 0.00
H -2.454 -4.285 -0.381 -0.012 0.006 0.000 0.00
C -3.789 -0.767 1.434 -0.007 -0.065 -0.036 0.00
C -2.843 0.425 1.389 0.110 0.072 -0.080 0.00
C -3.347 1.587 2.228 -0.028 0.089 -0.037 0.01
O -2.732 0.803 0.012 -0.056 -0.120 0.061 0.02
C -1.469 -0.037 1.898 -0.072 -0.360 -0.045 0.03
O -1.280 -0.207 3.094 0.121 0.084 -0.368 0.01
O -0.596 -0.326 0.974 0.029 0.118 0.487 0.01
H -4.764 -0.467 1.044 0.063 -0.020 0.037 0.00
H -3.900 -1.121 2.459 0.013 0.030 -0.040 0.00
H -3.403 -1.581 0.813 -0.019 0.060 0.022 0.00
H -4.354 1.860 1.906 0.062 0.013 0.019 0.00
H -2.683 2.451 2.115 -0.079 -0.098 0.016 0.00
H -3.367 1.298 3.278 0.005 0.032 -0.050 0.00
H -2.306 1.674 -0.002 0.189 0.156 0.023 -0.01
O 0.999 0.959 -0.879 -0.224 -0.389 -0.177 -0.04
C 1.884 1.811 -0.705 0.125 0.254 -0.004 0.00
C 1.721 3.028 -0.051 0.286 0.268 0.011 0.02
C 2.884 3.826 0.084 -0.147 -0.038 0.068 0.00
C 2.824 4.997 0.763 0.107 0.172 0.105 0.01
C 1.600 5.454 1.345 0.151 0.000 -0.020 0.00
C 0.471 4.727 1.218 0.001 0.085 0.056 0.00
C 0.436 3.471 0.487 0.292 0.184 0.029 0.00
O -0.611 2.846 0.333 -0.619 -0.351 0.088 0.01
N 4.033 5.801 0.910 0.019 0.084 -0.171 0.00
O 5.068 5.397 0.400 -0.177 -0.059 0.089 0.00
O 3.947 6.852 1.522 -0.066 -0.094 0.034 0.00
H 2.874 1.574 -1.106 0.191 -0.013 0.005 0.00
H 3.823 3.499 -0.342 0.023 0.001 0.001 0.00
H 1.610 6.390 1.884 0.003 0.014 0.007 0.00
H -0.466 5.056 1.650 0.040 0.023 -0.012 0.00
C 3.020 -0.357 1.797 -0.051 -0.013 0.023 0.00
N 2.062 -1.417 1.995 -0.003 -0.166 -0.032 0.00
C 1.563 -1.737 3.336 0.066 0.010 0.001 0.00
C 0.505 -2.822 3.073 0.132 0.092 -0.156 0.00
N 0.644 -3.034 1.628 0.148 0.020 0.137 0.00
C 1.456 -2.136 1.062 -0.179 0.171 0.337 0.01
S 1.619 -1.985 -0.639 0.029 0.165 -0.142 -0.01
H 3.937 -0.572 2.347 -0.009 -0.010 0.013 0.00
H 2.606 0.589 2.152 -0.033 0.027 -0.026 0.00
H 3.246 -0.285 0.739 0.015 0.013 -0.084 0.00
H 1.124 -0.848 3.790 -0.048 0.013 -0.071 0.00
H 2.383 -2.091 3.963 0.030 -0.024 -0.031 0.00
H -0.487 -2.447 3.306 -0.087 0.001 0.048 0.00
H 0.712 -3.737 3.625 -0.045 -0.025 -0.035 0.00
H -0.065 -3.460 1.062 -0.147 -0.116 -0.117 0.00
```
Positions in Å, forces in eV/Å.

Computed, not measured: C19H48IrNOP3 as an isolated structure at a distorted geometry, with ωB97M-V with the def2-TZVPD basis set.

Output
calculated total energy = -54713.7950 eV
HOMO energy (spin up / spin down) = -6.62 / -11.28 eV
frontier orbital gap (spin up / spin down) = 4.939 / 5.476 eV
spin multiplicity = 5
<S²> = 6.011
charge = +1

```
73
Properties=species:S:1:pos:R:3:forces:R:3:mulliken_spin:R:1
Ir 0.695 -0.563 -2.402 -1.520 -0.595 1.917 1.78
H -0.727 -1.156 -1.871 -1.502 0.066 1.295 0.40
H -0.412 1.120 -0.429 0.575 -0.543 0.544 -0.02
P 0.502 -2.815 -2.715 0.256 -3.211 -1.594 0.15
P 0.579 1.704 -2.878 0.999 4.038 -0.186 0.21
C 1.971 2.649 -2.096 -0.047 0.063 -0.214 0.03
H 1.911 3.722 -2.330 -0.035 -0.341 -0.014 0.01
H 1.928 2.531 -1.004 -0.082 -0.104 -0.310 -0.01
H 2.940 2.267 -2.441 -0.214 0.044 0.039 -0.01
C 0.635 2.156 -4.638 -0.055 0.203 -0.033 -0.02
H -0.230 1.693 -5.123 0.111 0.062 -0.033 0.00
H 0.594 3.245 -4.783 0.043 -0.304 0.032 0.01
H 1.545 1.756 -5.095 -0.108 0.046 0.050 0.00
C -0.831 2.731 -2.275 -0.351 -0.081 -0.123 0.07
H -0.893 2.782 -1.182 0.129 -0.123 -0.321 -0.03
H -0.722 3.766 -2.631 0.060 -0.307 -0.078 0.01
H -1.774 2.325 -2.659 0.092 0.096 0.075 0.01
C 0.739 -3.155 -4.492 -0.076 -0.481 -0.045 0.02
H 0.694 -4.236 -4.679 0.053 0.222 -0.134 0.01
H -0.048 -2.647 -5.062 0.137 -0.114 0.127 0.01
H 1.710 -2.762 -4.818 -0.194 -0.101 0.113 0.00
C 1.843 -3.759 -1.896 -0.157 -0.082 0.006 0.04
H 1.709 -3.712 -0.807 0.072 -0.069 -0.274 -0.01
H 1.802 -4.806 -2.231 0.097 0.239 0.163 0.01
H 2.819 -3.322 -2.151 -0.278 -0.126 0.030 0.00
C -1.038 -3.692 -2.253 0.229 0.046 -0.089 0.04
H -1.883 -3.202 -2.755 0.181 -0.152 0.118 -0.01
H -0.969 -4.748 -2.555 -0.082 0.339 0.125 0.01
H -1.184 -3.617 -1.166 0.032 -0.044 -0.294 -0.01
C 2.414 -0.425 -1.680 4.090 1.502 1.383 0.67
O 3.409 -0.369 -1.077 -1.358 -0.605 -0.404 0.07
H -0.208 -0.307 -3.728 -0.570 -0.120 -1.153 0.30
C 1.959 1.983 2.143 0.125 -0.045 -0.032 0.01
C 0.447 1.917 2.461 -0.017 -0.053 0.569 0.01
C 0.218 1.910 3.986 0.030 0.305 0.115 0.01
C -0.154 3.180 1.820 -0.060 0.112 0.093 0.00
P -0.314 0.416 1.622 0.263 -0.369 -1.210 0.05
N 0.204 0.477 0.095 -0.085 0.712 -1.140 0.13
C 0.350 -1.177 2.351 -0.278 0.122 0.479 -0.03
C -0.456 -1.583 3.607 0.112 -0.323 0.152 0.00
C 0.305 -2.266 1.275 -0.136 -0.088 -0.285 0.04
C 1.837 -1.049 2.693 0.329 -0.087 0.065 0.00
C -2.197 0.373 1.497 0.300 0.183 0.878 -0.02
C -2.833 0.714 2.855 -0.470 -0.085 -0.062 0.00
C -2.719 1.363 0.438 0.048 -0.048 0.048 -0.02
C -2.611 -1.021 0.994 -0.138 0.041 -0.007 -0.05
H 2.350 2.971 2.429 -0.300 -0.126 -0.102 0.00
H 2.113 1.841 1.065 0.090 -0.006 0.337 0.00
H 2.559 1.258 2.695 -0.187 0.215 -0.220 0.00
H 0.632 2.843 4.404 -0.182 -0.259 -0.121 0.00
H -0.852 1.874 4.236 0.369 0.020 0.031 0.00
H 0.733 1.087 4.505 -0.199 0.196 -0.303 0.00
H 0.117 3.221 0.753 -0.282 -0.027 0.275 0.00
H -1.241 3.258 1.956 0.353 0.056 -0.067 0.00
H 0.311 4.062 2.287 -0.171 -0.267 -0.049 0.00
H -1.500 -1.842 3.376 0.435 0.125 0.141 0.00
H 0.009 -2.491 4.032 -0.140 0.344 -0.114 0.00
H -0.455 -0.810 4.396 0.051 -0.321 -0.391 0.00
H 0.867 -1.924 0.401 -0.010 -0.076 0.094 0.01
H 0.773 -3.184 1.654 -0.116 0.197 0.048 0.00
H -0.702 -2.495 0.938 0.119 -0.141 0.064 0.01
H 2.390 -0.740 1.794 0.006 0.030 0.376 0.00
H 2.059 -0.388 3.537 -0.141 -0.103 -0.254 0.00
H 2.215 -2.040 2.978 -0.174 0.122 -0.076 0.00
H -2.667 1.768 3.127 -0.096 -0.357 -0.104 0.00
H -3.918 0.562 2.741 0.246 0.108 0.246 0.00
H -2.483 0.076 3.681 -0.143 0.259 -0.326 0.00
H -2.414 1.048 -0.569 -0.051 0.160 0.235 0.02
H -3.817 1.306 0.463 0.246 0.102 0.023 0.00
H -2.420 2.400 0.629 -0.150 -0.307 -0.176 0.00
H -2.087 -1.230 0.046 -0.250 -0.045 0.308 0.07
H -2.438 -1.825 1.717 -0.074 0.250 -0.268 0.00
H -3.691 -0.995 0.792 0.198 0.010 0.011 0.00
```
Positions in Å, forces in eV/Å.

Question: Among the records above, which one has the highest calculated total energy?
Answer: C4H11BN2

Question: Which of these has the lowest calculated total energy?
Answer: C23H26MoN6O8S2

Question: Among the records above, which one has the highest calculated total energy?
Answer: C4H11BN2

Question: What is the formula in the first record?
Answer: C4H5NO2S